<i>
Below is a cluster of 2 separate species, C4H7N3O2 in total, with properties calculated with wB97M-V/def2-TZVPD.

Kohn-Sham gap (spin up / spin down) in eV: 9.5 / 6.6
Total charge: 0

Positions of all 16 atoms, in Å:
1 C -1.345 0.152 -1.115
2 C -0.768 -0.596 -0.045
3 C 1.957 1.613 0.214
4 C 0.360 -1.361 -0.177
5 N -2.269 1.010 -0.650
6 N -1.377 -0.270 1.129
7 N -2.327 0.630 0.729
8 O 0.966 -2.011 0.848
9 O 0.724 -1.761 -1.439
10 H -1.246 0.153 -2.186
11 H 1.103 1.063 0.654
12 H 2.841 1.775 0.813
13 H 1.827 2.382 -0.595
14 H -2.733 1.144 1.501
15 H 0.669 -1.824 1.784
16 H 1.619 -2.098 -1.465

Atom-resolved charges from natural (NBO), all expressed in e: atom 1 (C): -0.0461, atom 2 (C): -0.0905, atom 3 (C): -0.5103, atom 4 (C): 0.5861, atom 5 (N): -0.2139, atom 6 (N): -0.2756, atom 7 (N): -0.2372, atom 8 (O): -0.6997, atom 9 (O): -0.6720, atom 10 (H): 0.2316, atom 11 (H): 0.1721, atom 12 (H): 0.1591, atom 13 (H): 0.1710, atom 14 (H): 0.4044, atom 15 (H): 0.5232, atom 16 (H): 0.4978

---

<ii>
Below is a cluster of 2 separate species, C4H7N3O2 in total, with properties calculated with wB97M-V/def2-TZVPD.

Kohn-Sham gap in eV: 10.0
Total charge: 0

Positions of all 16 atoms, in Å:
1 H -1.531 -0.367 1.277
2 N -0.794 0.280 1.032
3 C 0.065 -0.113 0.158
4 N 1.260 0.510 0.028
5 C -0.042 -1.493 -0.450
6 C 0.815 -1.993 -1.343
7 O -0.888 -2.294 0.254
8 H 1.320 1.505 0.172
9 H 2.095 0.018 -0.229
10 H 1.590 -1.408 -1.800
11 H 0.734 -3.009 -1.696
12 H -0.931 -3.175 -0.136
13 N -1.677 3.793 -0.436
14 C -1.053 3.231 0.361
15 O -0.406 2.770 1.350
16 H -0.558 1.745 1.459

Atom-resolved charges from natural (NBO), all expressed in e: atom 1 (H): 0.3964, atom 2 (N): -0.7369, atom 3 (C): 0.4389, atom 4 (N): -0.8052, atom 5 (C): 0.2520, atom 6 (C): -0.4711, atom 7 (O): -0.6771, atom 8 (H): 0.4180, atom 9 (H): 0.4084, atom 10 (H): 0.2129, atom 11 (H): 0.2054, atom 12 (H): 0.4928, atom 13 (N): -0.4760, atom 14 (C): 0.5431, atom 15 (O): -0.7105, atom 16 (H): 0.5090

---

<iii>
Below is the molecule C4H7N3O2, with properties calculated with wB97M-V/def2-TZVPD.

Kohn-Sham gap in eV: 9.7
Total charge: 0

Positions of all 16 atoms, in Å:
1 C 0.030 1.499 -0.520
2 C -0.307 0.253 0.057
3 C 0.650 -0.910 0.186
4 N -1.419 -0.081 0.660
5 C -2.372 0.692 1.318
6 O -3.558 0.675 1.167
7 N -1.643 1.523 2.253
8 N -0.841 1.309 3.151
9 O -0.508 0.065 3.623
10 H -0.223 1.638 -1.654
11 H 1.106 1.818 -0.395
12 H -0.587 2.318 -0.110
13 H 0.519 -1.655 -0.602
14 H 0.565 -1.482 1.134
15 H 1.694 -0.516 0.216
16 H -0.516 -0.757 2.878

Atom-resolved charges from natural (NBO), all expressed in e: atom 1 (C): -0.7270, atom 2 (C): 0.3664, atom 3 (C): -0.6553, atom 4 (N): -0.5031, atom 5 (C): 0.7199, atom 6 (O): -0.5274, atom 7 (N): -0.2489, atom 8 (N): 0.2005, atom 9 (O): -0.5564, atom 10 (H): 0.2713, atom 11 (H): 0.2499, atom 12 (H): 0.2583, atom 13 (H): 0.2468, atom 14 (H): 0.2219, atom 15 (H): 0.2185, atom 16 (H): 0.4646

---

Stability ranking, top and bottom: <ii> is the most stable and <i> is the least stable.

---

<i>
Below is a structure of composition C7H15NP, with properties calculated with wB97M-V/def2-TZVPD.

Kohn-Sham gap in eV: 9.1
Total charge: +1

Positions of all 24 atoms, in Å:
1 C -1.805 -0.034 0.896
2 C 0.091 1.445 -1.488
3 C 1.089 0.411 -1.126
4 C -1.382 0.946 -1.576
5 C -0.299 -1.076 0.317
6 C -0.149 -2.172 1.391
7 C 1.122 0.580 1.270
8 N 0.965 -0.321 0.181
9 P -2.322 1.254 -0.005
10 H -2.205 -0.567 1.743
11 H 0.239 2.328 -0.777
12 H 0.316 2.087 -2.372
13 H 1.045 -0.381 -2.042
14 H 2.129 0.908 -1.316
15 H -1.882 1.601 -2.254
16 H -1.319 0.009 -2.154
17 H -0.682 -1.377 -0.655
18 H -0.040 -1.743 2.474
19 H 0.765 -2.688 1.228
20 H -1.026 -2.916 1.385
21 H 0.539 1.461 0.954
22 H 0.825 0.317 2.246
23 H 2.121 0.877 1.355
24 H 1.864 -0.949 0.325

Atom-resolved charges from natural (NBO), all expressed in e: atom 1 (C): -0.6402, atom 2 (C): -0.4610, atom 3 (C): -0.2469, atom 4 (C): -0.7600, atom 5 (C): -0.0567, atom 6 (C): -0.6595, atom 7 (C): -0.4315, atom 8 (N): -0.3962, atom 9 (P): 0.8162, atom 10 (H): 0.2276, atom 11 (H): 0.2178, atom 12 (H): 0.2793, atom 13 (H): 0.2407, atom 14 (H): 0.2646, atom 15 (H): 0.2509, atom 16 (H): 0.2397, atom 17 (H): 0.2376, atom 18 (H): 0.2295, atom 19 (H): 0.2144, atom 20 (H): 0.2700, atom 21 (H): 0.2317, atom 22 (H): 0.2500, atom 23 (H): 0.2247, atom 24 (H): 0.4573

---

<ii>
Below is the ion C7H15NP with charge +1, with properties calculated with wB97M-V/def2-TZVPD.

Kohn-Sham gap in eV: 9.1
Total charge: +1

Positions of all 24 atoms, in Å:
1 C -1.420 -1.456 0.538
2 C -1.360 1.579 0.034
3 C 0.040 1.478 -0.509
4 C -2.414 0.773 -0.765
5 C 0.349 -1.057 -0.640
6 C 1.420 -2.067 -0.537
7 C 0.802 0.052 1.478
8 N 0.855 0.273 -0.008
9 P -2.857 -0.731 0.262
10 H -1.209 -2.248 1.162
11 H -1.471 1.391 1.190
12 H -1.590 2.616 -0.107
13 H -0.064 1.320 -1.549
14 H 0.607 2.364 -0.332
15 H -3.222 1.412 -1.030
16 H -1.937 0.553 -1.775
17 H -0.176 -0.918 -1.496
18 H 0.947 -3.002 -0.305
19 H 2.195 -1.893 0.282
20 H 2.080 -2.061 -1.474
21 H -0.248 -0.356 1.447
22 H 1.484 -0.792 1.719
23 H 1.070 0.881 2.013
24 H 1.818 0.369 -0.447

Atom-resolved charges from natural (NBO), all expressed in e: atom 1 (C): -0.7178, atom 2 (C): -0.4415, atom 3 (C): -0.2027, atom 4 (C): -0.7303, atom 5 (C): 0.0480, atom 6 (C): -0.7071, atom 7 (C): -0.4291, atom 8 (N): -0.3906, atom 9 (P): 0.8363, atom 10 (H): 0.2044, atom 11 (H): 0.2352, atom 12 (H): 0.2495, atom 13 (H): 0.2154, atom 14 (H): 0.2335, atom 15 (H): 0.2587, atom 16 (H): 0.2254, atom 17 (H): 0.2026, atom 18 (H): 0.2655, atom 19 (H): 0.2306, atom 20 (H): 0.2516, atom 21 (H): 0.2674, atom 22 (H): 0.2285, atom 23 (H): 0.2277, atom 24 (H): 0.4390

---

Stability ranking, top and bottom: <i> is the most stable and <ii> is the least stable.

---

<i>
Below is the molecule C5H12N2O, with properties calculated with wB97M-V/def2-TZVPD.

Kohn-Sham gap in eV: 9.1
Total charge: 0

Positions of all 20 atoms, in Å:
1 H -2.847 -2.015 0.334
2 N -2.215 -1.459 -0.238
3 C -1.677 -0.492 0.373
4 C -1.436 0.989 -0.378
5 C -0.018 1.176 0.077
6 O 0.742 1.977 -0.788
7 N 0.485 -0.276 0.190
8 C 1.608 -0.421 1.109
9 C 0.794 -0.878 -1.107
10 H -1.766 -0.304 1.449
11 H -1.503 0.868 -1.456
12 H -2.077 1.760 0.043
13 H 0.004 1.569 1.105
14 H 1.646 2.025 -0.454
15 H 1.794 -1.481 1.285
16 H 2.527 0.029 0.711
17 H 1.364 0.053 2.059
18 H 1.089 -1.912 -0.943
19 H 1.579 -0.332 -1.638
20 H -0.094 -0.878 -1.733

Atom-resolved charges from natural (NBO), all expressed in e: atom 1 (H): 0.3482, atom 2 (N): -0.7454, atom 3 (C): 0.2172, atom 4 (C): -0.4817, atom 5 (C): 0.2529, atom 6 (O): -0.7105, atom 7 (N): -0.4330, atom 8 (C): -0.4105, atom 9 (C): -0.4299, atom 10 (H): 0.1367, atom 11 (H): 0.2279, atom 12 (H): 0.2199, atom 13 (H): 0.1554, atom 14 (H): 0.4686, atom 15 (H): 0.2096, atom 16 (H): 0.1624, atom 17 (H): 0.1998, atom 18 (H): 0.2063, atom 19 (H): 0.1819, atom 20 (H): 0.2242

---

<ii>
Below is the molecule C5H12N2O, with properties calculated with wB97M-V/def2-TZVPD.

Kohn-Sham gap in eV: 9.9
Total charge: 0

Positions of all 20 atoms, in Å:
1 C -1.692 0.648 -0.205
2 C -0.195 0.902 -0.047
3 C 0.207 2.054 -0.972
4 C 0.959 -0.284 -0.257
5 N 0.739 -1.491 0.469
6 N 1.227 -1.667 1.779
7 C -0.482 -2.158 0.054
8 O -0.942 -2.236 -1.072
9 H -2.264 1.577 -0.090
10 H -2.080 0.000 0.585
11 H -1.933 0.294 -1.213
12 H -0.033 1.226 0.988
13 H -0.423 2.936 -0.815
14 H 1.234 2.380 -0.780
15 H 0.132 1.742 -2.019
16 H 1.915 0.151 0.055
17 H 0.974 -0.513 -1.326
18 H 2.192 -1.988 1.692
19 H 1.262 -0.779 2.281
20 H -0.797 -2.794 0.893

Atom-resolved charges from natural (NBO), all expressed in e: atom 1 (C): -0.6205, atom 2 (C): -0.2125, atom 3 (C): -0.6124, atom 4 (C): -0.2312, atom 5 (N): -0.3244, atom 6 (N): -0.6360, atom 7 (C): 0.5341, atom 8 (O): -0.5786, atom 9 (H): 0.2107, atom 10 (H): 0.2086, atom 11 (H): 0.2233, atom 12 (H): 0.1774, atom 13 (H): 0.2112, atom 14 (H): 0.2036, atom 15 (H): 0.2061, atom 16 (H): 0.1990, atom 17 (H): 0.2201, atom 18 (H): 0.3548, atom 19 (H): 0.3457, atom 20 (H): 0.1211

---

<iii>
Below is a structure of composition C5H12N2O, with properties calculated with wB97M-V/def2-TZVPD.

Kohn-Sham gap in eV: 8.1
Total charge: 0

Positions of all 20 atoms, in Å:
1 C 0.719 0.284 0.019
2 C 1.682 0.342 -1.146
3 C 1.002 1.365 1.042
4 C -0.668 0.031 -0.271
5 N -1.124 -0.236 -1.592
6 N -2.746 -0.810 0.623
7 C -1.481 -0.337 0.776
8 O 0.921 -1.281 0.934
9 H 1.791 -1.528 1.286
10 H -1.310 -1.225 -1.722
11 H -0.521 0.059 -2.346
12 H -3.121 -1.390 1.355
13 H -3.002 -1.072 -0.322
14 H -1.156 -0.206 1.794
15 H 1.466 1.209 -1.779
16 H 1.598 -0.553 -1.764
17 H 2.704 0.435 -0.774
18 H 0.921 2.345 0.574
19 H 0.316 1.331 1.886
20 H 2.010 1.237 1.427

Atom-resolved charges from natural (NBO), all expressed in e: atom 1 (C): 0.3366, atom 2 (C): -0.6589, atom 3 (C): -0.6347, atom 4 (C): -0.0651, atom 5 (N): -0.8457, atom 6 (N): -0.7972, atom 7 (C): 0.0897, atom 8 (O): -0.8975, atom 9 (H): 0.4459, atom 10 (H): 0.3553, atom 11 (H): 0.3717, atom 12 (H): 0.3877, atom 13 (H): 0.3859, atom 14 (H): 0.2078, atom 15 (H): 0.2197, atom 16 (H): 0.2280, atom 17 (H): 0.2229, atom 18 (H): 0.2174, atom 19 (H): 0.2212, atom 20 (H): 0.2092

---

Stability ranking, top and bottom: <ii> is the most stable and <i> is the least stable.

---

<i>
Below is the molecule C5H12N2O, with properties calculated with wB97M-V/def2-TZVPD.

Kohn-Sham gap in eV: 10.2
Total charge: 0

Positions of all 20 atoms, in Å:
1 C 2.624 0.361 0.569
2 C 1.301 1.068 0.713
3 N 1.624 2.504 0.904
4 C 0.377 0.924 -0.526
5 N -0.137 -0.475 -0.413
6 C -1.475 -0.729 -1.026
7 C -2.092 -1.730 -0.059
8 O -2.951 -2.493 -0.410
9 H 3.262 0.481 1.456
10 H 3.288 0.748 -0.242
11 H 2.454 -0.710 0.442
12 H 0.712 0.590 1.542
13 H 0.813 3.109 0.986
14 H 2.190 2.692 1.727
15 H 0.882 1.165 -1.484
16 H -0.546 1.503 -0.435
17 H 0.557 -1.072 -0.883
18 H -2.084 0.185 -0.929
19 H -1.388 -0.928 -2.111
20 H -1.713 -1.578 0.979

Atom-resolved charges from natural (NBO), all expressed in e: atom 1 (C): -0.6227, atom 2 (C): -0.0525, atom 3 (N): -0.8531, atom 4 (C): -0.2203, atom 5 (N): -0.6438, atom 6 (C): -0.3412, atom 7 (C): 0.4361, atom 8 (O): -0.5134, atom 9 (H): 0.2124, atom 10 (H): 0.2159, atom 11 (H): 0.2077, atom 12 (H): 0.1782, atom 13 (H): 0.3561, atom 14 (H): 0.3587, atom 15 (H): 0.1867, atom 16 (H): 0.1852, atom 17 (H): 0.3589, atom 18 (H): 0.2117, atom 19 (H): 0.2124, atom 20 (H): 0.1267

---

<ii>
Below is a cluster of 2 separate species, C5H12N2O in total, with properties calculated with wB97M-V/def2-TZVPD.

Kohn-Sham gap (spin up / spin down) in eV: 6.9 / 7.1
Total charge: 0

Positions of all 20 atoms, in Å:
1 C -2.879 1.144 0.347
2 C -1.985 0.165 0.501
3 C 2.728 1.282 0.005
4 C 0.234 -1.547 1.318
5 C -1.169 -0.478 -0.441
6 N 0.748 -1.631 -0.985
7 N -0.133 -1.213 0.025
8 O -1.129 -0.057 -1.800
9 H -3.183 1.797 1.116
10 H -3.476 1.299 -0.600
11 H -1.709 0.190 1.566
12 H 2.064 0.807 -0.737
13 H 2.704 0.997 1.064
14 H 3.678 0.913 -0.237
15 H -0.261 -1.074 2.207
16 H 1.287 -1.648 1.273
17 H 2.874 2.316 -0.157
18 H 1.043 -2.572 -0.806
19 H 0.452 -1.303 -1.885
20 H -1.889 0.614 -1.774

Atom-resolved charges from natural (NBO), all expressed in e: atom 1 (C): -0.4431, atom 2 (C): -0.2731, atom 3 (C): -0.8652, atom 4 (C): -0.4511, atom 5 (C): 0.3180, atom 6 (N): -0.6505, atom 7 (N): -0.0813, atom 8 (O): -0.7036, atom 9 (H): 0.2052, atom 10 (H): 0.1689, atom 11 (H): 0.2241, atom 12 (H): 0.2238, atom 13 (H): 0.2183, atom 14 (H): 0.2090, atom 15 (H): 0.2032, atom 16 (H): 0.1877, atom 17 (H): 0.2105, atom 18 (H): 0.3883, atom 19 (H): 0.4061, atom 20 (H): 0.5047

---

Stability ranking, top and bottom: <i> is the most stable and <ii> is the least stable.